Here is a cluster of 2 separate species, C19H21Cl3N2O in total at a distorted geometry from the Open Molecules 2025 dataset. Energies are from ωB97M-V/def2-TZVPD.

Geometry as ORCA input:
```
! RIJCOSX wB97M-V def2-TZVPD def2/J DEFGRID3
* xyz 0 1
Cl 2.94 2.67 -1.62
Cl 1.40 5.73 2.01
Cl 1.63 0.77 0.19
O -0.20 1.77 -1.85
N -0.87 4.43 -2.40
N -0.49 -2.76 0.51
C -1.14 6.66 -1.58
C 1.63 2.46 -0.39
C 0.82 -3.03 0.57
C -0.10 4.12 -1.37
C 1.71 -2.61 1.53
C -1.31 -3.44 -0.48
C -2.80 -3.38 -0.19
C 1.50 -3.90 -0.47
C -2.46 -1.53 1.46
C 1.11 4.65 0.71
C -1.40 5.64 -2.51
C -3.24 -1.99 0.24
C -0.32 6.37 -0.50
C 1.72 3.43 0.71
C 0.24 5.07 -0.37
C -0.95 -1.58 1.24
C 0.35 2.69 -1.28
C 3.08 -3.12 1.32
C 2.94 -4.07 0.08
H 1.44 -1.99 2.39
H -1.01 -4.50 -0.51
H 3.77 -2.30 1.09
H -1.09 -3.04 -1.50
H 3.06 -5.11 0.41
H -0.60 -0.66 0.72
H -2.69 -2.17 2.32
H -1.59 7.64 -1.73
H -3.08 -1.28 -0.58
H 3.69 -3.87 -0.68
H -4.31 -1.99 0.47
H -3.03 -4.11 0.60
H 3.48 -3.66 2.18
H -2.05 5.81 -3.35
H 2.36 3.14 1.54
H 1.50 -3.40 -1.45
H -3.34 -3.70 -1.09
H -0.09 7.12 0.24
H -0.47 -1.57 2.22
H 1.01 -4.88 -0.60
H -2.72 -0.51 1.74
*
```

Computed properties:
Lowest unoccupied orbital energy   -0.0415 Eh
Frontier orbital gap   5.71 eV
SMILES string   O=C1c2ncccc2C(Cl)=CC1(Cl)Cl.C1=C(N2CCCCC2)CCC1
HOMO   -6.84 eV
Maximum force   0.044 Eh/bohr



Here is an isolated molecule of C21H27N3O4 at a distorted geometry from the Open Molecules 2025 dataset. Energies are from ωB97M-V/def2-TZVPD.

Geometry as ORCA input:
```
! RIJCOSX wB97M-V def2-TZVPD def2/J DEFGRID3
* xyz 0 1
O -0.63 3.05 1.28
O -4.60 -2.35 0.65
O -5.82 -0.99 -0.82
O 5.22 1.19 -0.25
N -4.13 1.24 -0.79
N 0.40 1.48 0.26
N 2.71 -0.05 0.14
C -3.05 2.19 -0.52
C -4.75 -1.24 0.02
C 6.25 -1.11 -0.09
C -7.64 -1.76 0.71
C -3.77 -0.04 -0.20
C -1.76 -0.93 1.17
C 5.02 -3.25 -0.09
C 3.95 -2.27 -0.02
C 6.41 1.71 -0.50
C 1.56 2.07 0.78
C -1.95 1.28 0.16
C -2.52 0.06 0.38
C 2.51 1.01 1.12
C 1.50 -0.59 -0.31
C -2.96 3.46 -1.04
C 0.51 0.40 -0.94
C -0.76 1.91 0.69
C 5.23 -0.33 -0.07
C 6.28 -2.30 -0.21
C -6.72 -1.81 -0.67
C 3.92 -0.73 -0.28
H 6.17 2.73 -0.43
H -2.39 3.95 -0.36
H -0.96 -0.54 1.82
H -8.04 -0.85 0.87
H -8.31 -2.42 0.47
H 2.89 -2.74 0.10
H -6.37 -2.82 -0.82
H 2.11 2.35 -0.30
H -6.93 -2.08 1.58
H -2.63 -1.45 1.97
H 7.14 1.60 0.49
H 6.91 1.30 -1.33
H -2.60 3.21 -2.06
H -7.34 -1.47 -1.56
H 1.12 0.70 -1.72
H 4.93 -4.12 0.20
H 3.68 1.22 1.43
H -1.35 -1.74 0.57
H 1.13 -1.32 0.54
H 1.80 -1.49 -1.18
H 7.17 -3.05 -0.40
H 2.09 0.48 1.85
H -0.54 0.08 -0.93
H 1.42 2.69 1.35
H -3.99 3.78 -1.18
H 7.35 -0.42 -0.24
H -4.87 1.15 -1.27
*
```

Computed properties:
Lowest unoccupied orbital energy   0.0116 Eh
Frontier orbital gap   8.11 eV
SMILES string   CCOC(=O)c1[nH]c(C)c(C(=O)N2CCN(c3ccccc3OC)CC2)c1C
HOMO   -7.79 eV
ΔE to the lowest compared entry with this formula, charge and spin   18.5004 eV
Maximum force   0.382 Eh/bohr



Among the records above, which one has the lowest lowest unoccupied orbital energy? C19H21Cl3N2O